The following is a DFT calculation (ωB97M-V with the def2-TZVPD basis set) of one molecule with the formula C23H24N2O7.

```
! RIJCOSX wB97M-V def2-TZVPD def2/J DEFGRID3
* xyz 0 1
O -2.302 2.178 -0.614
C -1.160 2.437 0.028
H 0.005 2.018 -1.706
C 7.422 -1.917 -0.022
C -4.515 -3.286 0.292
H -6.646 -0.093 0.617
C 1.174 -0.382 -0.424
C 8.174 -0.587 -0.009
H -3.933 -4.189 0.207
C -3.922 -2.047 0.112
H -3.115 0.252 -0.318
C 1.333 1.916 0.020
H -1.761 -3.550 0.677
O 1.447 -1.555 -0.544
H -5.107 3.994 -0.734
H -0.790 -0.087 0.325
H -3.305 3.228 0.851
C -0.228 0.192 -0.570
H 8.247 -0.204 -1.037
H -4.243 3.200 -2.061
H 3.640 -1.342 -0.893
C -6.635 -2.237 0.707
C -6.059 -0.991 0.524
H 1.918 2.707 -0.453
C 5.409 1.436 1.087
H -0.749 -2.608 -0.440
C -5.867 -3.378 0.588
C -1.755 -2.983 -0.258
C 4.118 -0.549 -0.346
C -0.022 1.705 -0.659
H -0.735 -0.233 -1.434
N -4.066 0.344 0.017
H -6.310 -4.352 0.727
O -5.647 1.881 0.612
O -2.594 -1.849 -0.172
H 1.176 2.174 1.075
C -4.539 1.591 0.219
C 5.482 -0.644 -0.110
C 6.144 0.368 0.591
H 5.929 2.200 1.643
O 7.500 0.346 0.805
H -3.493 4.560 -1.208
H 3.509 2.356 1.283
C -4.130 3.686 -1.095
C -4.710 -0.884 0.225
H 9.175 -0.700 0.412
N 2.014 0.639 -0.112
C 4.049 1.520 0.872
O -1.060 3.109 1.017
H -7.685 -2.309 0.941
C -3.524 2.710 -0.092
H 7.330 -2.289 1.007
H 7.935 -2.658 -0.636
H -2.055 -3.635 -1.083
C 3.392 0.532 0.138
O 6.141 -1.745 -0.588
*
```

- HOMO (eV) = -8.122
- electronic energy (eV) = -41554.21902
- F_max (Eh/bohr) = 0.016
- E_LUMO (eV) = 0.586
- SMILES = COc1ccccc1NC(=O)[C@H](C)OC(=O)[C@@H]1CC(=O)N(c2ccc3c(c2)OCCO3)C1

---

The following is a DFT calculation (ωB97M-V with the def2-TZVPD basis set) of C31H38BrN5SeSiTa as an isolated structure in a non-equilibrium geometry.

```
! RIJCOSX wB97M-V def2-TZVPD def2/J DEFGRID3
* xyz 3 1
H 0.925 -4.879 2.906
H -1.129 1.610 -2.998
C -5.184 -1.161 1.103
H 2.736 3.426 -4.597
H -5.916 -1.091 1.902
C 0.120 -5.064 2.212
C 1.680 0.625 2.312
H 0.952 5.769 -0.327
H -1.790 -0.010 -2.715
N -0.490 2.692 -0.239
H 4.002 2.417 -0.629
C 2.398 0.533 1.066
C 0.429 3.669 -0.226
H -0.078 -1.835 -2.272
H -1.566 0.469 3.149
H 4.348 3.649 -2.790
N 1.690 0.875 -0.129
H 0.955 3.100 2.057
H -0.645 -6.139 -0.671
H 0.789 -1.242 -3.706
C -5.317 -2.114 0.105
C -4.424 -2.122 -0.957
H -1.636 -4.677 -0.414
H 5.188 -1.113 2.213
C -1.175 5.424 -0.632
C -2.746 2.035 -0.377
H 2.253 -5.960 -0.109
H -4.495 -2.854 -1.723
C 2.590 2.791 -3.720
H -0.467 -4.689 -1.723
C -1.752 3.110 -0.407
C -0.938 0.511 -3.073
H 1.779 0.215 4.432
C -3.362 -1.231 -0.997
C 2.267 -4.817 -0.010
C -0.645 -5.031 -0.701
H 0.862 1.707 -4.484
H 3.949 -0.940 4.358
C 3.443 -0.599 3.395
C 3.637 -0.071 1.057
H -0.276 -0.698 3.234
H -0.758 2.964 2.660
H -4.158 0.652 1.705
H -0.818 -4.584 2.518
C 0.241 2.556 2.682
C 1.359 1.162 -2.452
Br -6.694 -3.350 -0.005
H -3.797 2.161 -0.532
H -0.747 0.203 -4.107
N -2.301 0.846 -0.237
C 2.235 0.089 3.470
H -0.046 -6.144 2.125
Ta -0.147 0.363 0.137
C 1.549 1.852 -3.652
N 0.277 1.142 2.300
H -0.267 0.712 4.339
C 2.235 1.373 -1.373
H 4.202 -0.133 0.104
C 0.119 5.042 -0.418
H 1.647 -1.494 -2.148
C -4.213 -0.172 0.969
Si 0.596 -4.578 0.523
C -2.162 4.422 -0.625
C -0.504 0.366 3.311
Se 0.260 -1.931 0.660
C 0.712 -1.205 -2.630
C 3.322 2.260 -1.494
H -3.216 4.639 -0.666
H 1.473 3.385 -0.082
N 0.254 0.192 -2.240
C 4.166 -0.675 2.186
H -2.693 -1.334 -1.828
C 3.498 2.959 -2.675
H 2.575 -4.344 -0.944
H 2.997 -4.579 0.745
C -3.290 -0.219 -0.085
H -1.464 6.438 -0.813
H 0.597 2.677 3.700
*
```

- HOMO (eV) = -15.965
- electronic energy (eV) = -185009.57979
- F_max (Eh/bohr) = 0.036
- E_LUMO (eV) = -10.172